(1)
Here is a single C23H27NO2 molecule from the Open Molecules 2025 dataset. Energies are from ωB97M-V with the def2-TZVPD basis set.

Element x y z (Å)
C 2.2055 -2.4728 -2.7302
H 2.2974 -2.8505 -3.7452
H 3.1993 -2.4782 -2.2897
H 1.8459 -1.4479 -2.7710
C 1.2118 -3.3395 -1.9375
N 0.7772 -2.5882 -0.7554
C -0.4276 -3.0471 -0.0798
H -0.3228 -2.8277 0.9865
H -0.5737 -4.1306 -0.1699
C -1.6907 -2.2943 -0.5525
O -2.5236 -1.9152 0.5132
H -2.0601 -1.2489 1.0443
H -2.3114 -2.9225 -1.1949
H -1.3771 -1.4137 -1.1286
C 1.8346 -2.2803 0.2013
C 1.4382 -1.1332 1.0009
C 1.0558 -0.1860 1.6280
C 0.5610 0.9736 2.3377
H 1.3430 1.7342 2.4070
H 0.2530 0.6839 3.3455
C -0.6662 1.5829 1.6211
C -0.3103 2.0774 0.2304
C 0.0578 1.3488 -0.8803
C 0.3499 2.0345 -2.0530
C 0.2761 3.4170 -2.1088
C -0.1024 4.1527 -0.9964
C -0.4017 3.4763 0.1735
C -0.8652 3.9691 1.4636
C -1.1388 5.2526 1.9037
C -1.6197 5.4234 3.1930
C -1.8282 4.3353 4.0256
C -1.5471 3.0455 3.5925
C -1.0630 2.8732 2.3146
H -1.7136 2.1970 4.2398
H -2.2122 4.4913 5.0229
H -1.8400 6.4180 3.5523
H -0.9846 6.1033 1.2570
H -0.1660 5.2295 -1.0436
H 0.5117 3.9278 -3.0312
H 0.6389 1.4804 -2.9340
H 0.1266 0.2735 -0.8370
O -1.6863 0.5974 1.6411
H -2.4742 0.9570 1.2181
H 2.7485 -2.0195 -0.3340
H 2.0577 -3.1269 0.8767
C 0.0074 -3.5959 -2.8505
H -0.7141 -4.2625 -2.3892
H -0.4861 -2.6590 -3.0914
H 0.3452 -4.0585 -3.7749
C 1.8692 -4.6869 -1.5889
H 2.7784 -4.5410 -1.0099
H 1.1885 -5.3095 -1.0118
H 2.1282 -5.2196 -2.5003

Forces on the atoms, in the same order (eV/Å):
-0.1106 -0.1772 0.1349
0.0589 -0.0551 -0.1056
0.1183 0.0323 0.0290
-0.0471 0.1273 -0.0320
0.2091 -0.1547 -0.3543
0.1069 0.0919 0.0367
-0.3037 0.1504 -0.0959
-0.0589 -0.0740 -0.0951
0.0615 0.0057 0.0536
0.0722 -0.0712 -0.1077
-0.2325 0.0610 0.4370
0.0024 -0.0583 -0.1102
0.0744 0.0433 -0.0545
0.0405 -0.1354 -0.0121
0.0845 -0.2667 -0.1492
-0.0091 0.3336 0.3781
0.2706 -0.4631 -0.1185
-0.3912 0.1444 -0.0324
-0.1049 0.0010 0.0622
0.0397 0.1224 0.0368
0.3502 0.2633 0.1362
-0.0922 0.3337 -0.0200
-0.0171 -0.0048 -0.0097
0.0176 -0.0755 -0.0847
0.0330 0.0535 -0.0917
-0.0263 -0.0006 0.1609
0.1725 -0.4137 -0.4398
-0.2059 -0.0462 0.5960
0.0663 -0.1073 -0.0950
-0.0260 0.1062 0.0424
-0.0354 -0.0099 0.1326
0.0250 -0.0388 -0.0496
-0.0310 0.2196 -0.2014
-0.0254 -0.0920 0.0777
-0.0317 0.0256 0.0766
-0.0220 0.0700 0.0310
0.0049 0.1053 -0.0596
-0.0092 0.1171 -0.0261
0.0156 0.0311 -0.0717
0.0267 -0.0460 -0.0806
-0.0063 -0.1300 -0.0481
-0.0214 -0.1753 0.1079
-0.0183 0.0673 -0.0411
-0.0078 -0.1332 0.0420
0.0793 0.0911 -0.1462
0.1733 0.0667 0.2124
-0.1352 -0.0973 0.0552
-0.1017 0.1401 -0.0668
0.0241 -0.0436 -0.0601
-0.1717 0.2834 -0.0057
0.1120 -0.0091 0.0601
-0.0586 -0.1081 0.0541
0.0617 -0.1003 -0.0879

The calculation puts the largest force on an atom at 0.6 eV Å⁻¹. The calculation puts the relative energy (zero: lowest compared OMol25 entry of this formula, charge and spin) at 63.3 kcal per mole. The HOMO energy is -8.4 eV. As for the SMILES: CC(C)(C)N(CC#CCC1(O)c2ccccc2-c2ccccc21)CCO.



(2)
Here is 14 unconnected molecules or ions with the total composition C5H37O15 at a distorted geometry from the Open Molecules 2025 dataset. Energies are from ωB97M-V with the def2-TZVPD basis set.

Element x y z (Å)
C 2.1090 1.7750 0.1101
O 2.5251 0.8484 1.1488
C 1.7391 0.8995 -1.1583
C 0.2597 0.5671 -1.3732
C -0.4654 1.8466 -1.9116
C -1.9849 1.8516 -1.7238
O -2.3764 2.7007 -0.6206
H 1.1886 2.1152 0.5941
H 2.8063 2.5374 -0.0650
H 2.1061 1.4917 -2.0759
H 2.3690 0.0705 -1.0513
H -0.2570 0.3167 -0.4571
H 0.0906 -0.1671 -2.1423
H 0.0595 2.7516 -1.5246
H -0.1834 2.0524 -2.9675
H -2.5726 2.5427 -2.3943
H -2.4837 0.9133 -1.6215
H -2.7941 2.0983 0.0864
H -3.6501 -2.2356 0.8983
H -3.9969 -1.7296 -0.3463
O -4.3569 -1.6881 0.5682
H -1.4839 -2.3547 1.6799
H -2.1226 -1.9435 3.1427
O -2.2233 -2.3857 2.3023
H 3.8637 -1.4189 -0.0179
H 4.4977 -0.0538 -0.5339
O 4.6720 -0.9035 -0.1326
H 0.1325 -1.6053 -3.4574
H 0.3718 -2.8362 -2.6072
O -0.2788 -2.4619 -3.3222
H 0.2498 -3.4670 1.3693
H 0.9419 -2.7754 -0.2290
O 0.3398 -2.5952 0.9857
H -1.0688 3.5153 0.0523
H -0.9193 4.4747 1.1630
O -0.3513 4.0151 0.5385
H 0.2164 -1.0538 1.6330
H 0.7758 0.4640 1.6678
O 0.0108 -0.1088 1.7208
H 1.6479 -1.7125 2.7945
H 1.7920 -4.1029 -0.9166
O 1.3945 -3.2661 -1.1498
H 0.5492 -1.5007 3.8098
H 3.3630 0.4059 1.0192
O 1.5011 -1.4303 3.6997
H -0.7023 -1.7710 0.0448
H -1.2864 -1.7556 -1.4620
O -1.4576 -1.4639 -0.5256
H 1.1083 0.7940 -3.8248
H 2.5309 0.8038 -3.7324
O 1.8531 1.1446 -4.3380
H -3.2331 1.2098 1.7492
H -1.9715 0.3858 1.4049
O -2.3467 1.2892 1.3874
H -0.8234 0.4187 3.4913
H -0.8268 1.7174 4.2086
O -0.8483 0.7702 4.4118

Forces on the atoms, in the same order (eV/Å):
-2.2548 -3.3316 0.4179
0.0104 0.6909 0.4068
0.2988 3.0635 -0.8867
-0.0864 2.4925 -0.1838
0.9723 0.3359 -0.6978
-0.8544 3.5604 -0.4455
-0.8870 -0.9557 1.8870
0.2075 0.8846 -0.6470
0.9699 1.1018 -0.2408
-0.4624 -0.7809 1.3380
0.6721 -1.6239 -0.1670
0.3255 -0.4076 -0.0368
0.1947 -0.7450 0.1477
-0.9740 -0.4579 0.5495
-0.5336 -0.6835 0.1113
1.1944 -1.6929 -1.2559
0.1277 -0.9220 -0.1239
1.5541 1.1348 -1.0892
0.4967 -0.2670 1.5364
-0.7688 0.6834 0.3561
0.1467 -0.1338 -1.8184
0.6112 0.3500 0.5895
0.6662 0.2722 -0.1674
-1.1767 -0.7874 -0.2185
-0.1465 0.3269 -0.3889
-0.4433 -0.0633 -0.3110
0.6342 -0.3897 0.5249
-0.0733 0.1671 -0.3845
-1.2212 0.2513 -1.1074
1.4223 -0.6315 1.7046
-0.0189 -0.2067 0.0009
0.6614 -1.7240 -0.6531
0.3453 0.6083 0.3681
0.5795 0.0467 0.1658
0.2836 0.2523 0.3013
-0.7596 -0.1296 -0.2154
0.6766 -0.1746 -0.3029
0.6830 -0.5307 0.1618
-1.8380 0.6585 0.4462
-0.0381 -0.1570 -0.2352
-0.0459 -0.0985 0.2234
-0.5073 1.4958 0.1816
0.0262 0.1650 0.0350
0.3251 0.0485 -0.2825
0.3632 -0.2738 0.5151
-0.5813 -0.2756 -0.8089
0.0162 0.1461 1.3945
-0.4867 -0.5149 -1.0900
-0.4104 0.3808 -0.5497
0.4080 0.2894 -0.6218
0.0656 -0.7742 0.7121
-0.1209 -0.3423 0.2945
0.0963 0.3337 -0.1951
-0.4037 -0.6638 0.8557
0.3163 0.0061 0.4980
-0.0077 -0.2016 0.3278
-0.2504 0.1945 -0.9264

Its net charge is -1. The calculation puts the largest force on an atom at 4.0 eV Å⁻¹. The calculation puts the relative energy (zero: lowest compared OMol25 entry of this formula, charge and spin) at 79.6 kcal per mole. The HOMO energy is -7.1 eV.



(3)
Here is 5 unconnected molecules or ions with the total composition C35H74FI4N4O12S at a distorted geometry from the Open Molecules 2025 dataset. Energies are from ωB97M-V with the def2-TZVPD basis set.

Element x y z (Å)
C 2.6594 4.2939 3.2211
C 1.9805 3.8582 4.5931
C 0.8810 2.7013 4.4221
O 1.4823 1.3754 4.5350
C 1.2836 0.5982 3.4332
N 1.6402 1.2083 2.2113
C 1.3204 0.1805 1.2890
N 1.6107 0.4855 0.0128
C 1.4585 -0.4124 -1.1429
C 0.0271 -0.2833 -1.9017
C -1.1419 0.2629 -0.9777
C -2.5619 -0.2262 -1.5688
C -3.7400 0.3264 -0.6461
C -4.5433 -0.7890 0.1484
C -5.4772 -1.7085 -0.7456
O -4.7823 -2.4401 -1.7671
C -4.6207 -3.8306 -1.4396
S 2.2397 2.0745 -0.3533
O 1.2484 3.1447 -0.0173
O 3.5943 2.2888 0.2118
F 2.4316 2.2318 -2.0130
N 0.7560 -1.0010 1.8375
C 0.2694 -2.2131 1.1953
I -1.6600 -3.0154 1.9322
C 1.3717 -3.3592 0.8654
C 2.8320 -3.0820 1.4794
I 0.6266 -5.4085 1.2549
N 0.7929 -0.6963 3.1936
C 0.4266 -1.4326 4.4194
I 1.1061 -3.4842 4.6282
C -1.1064 -1.1769 4.9293
C -1.7516 -2.4535 5.6370
I -1.2276 0.4338 6.4124
H 3.3913 5.1332 3.4668
H 1.8538 4.7366 2.5620
H 3.1858 3.4039 2.7700
H 2.7445 3.5871 5.3964
H 1.4398 4.7797 4.9997
H 0.1999 2.8154 5.3316
H 0.2186 2.8530 3.5232
H 1.6000 -1.5124 -0.9435
H 2.2221 -0.1853 -1.9614
H -0.1897 -1.3223 -2.3283
H 0.1850 0.3759 -2.8171
H -1.1230 -0.0981 0.0927
H -1.1296 1.3962 -1.0672
H -2.5338 -1.3665 -1.5137
H -2.7423 0.1392 -2.6202
H -4.4835 0.9901 -1.1781
H -3.2444 0.9878 0.1472
H -5.2114 -0.2721 0.9194
H -3.8384 -1.4436 0.7436
H -6.0140 -2.4260 -0.0344
H -6.2951 -1.0658 -1.2005
H -3.6063 -4.2078 -1.8013
H -5.4015 -4.4447 -1.9953
H -4.6815 -4.0686 -0.3367
H -0.1183 -1.9080 0.1649
H 1.5329 -3.3912 -0.2649
H 3.5418 -2.7685 0.6347
H 3.2220 -4.0912 1.8435
H 2.8537 -2.4032 2.3777
H 1.0233 -0.9334 5.2589
H -1.6932 -0.8157 4.0304
H -2.7994 -2.1257 5.9563
H -1.2091 -2.6981 6.5993
H -1.8986 -3.3366 4.9547
C 6.1444 -2.7096 -4.4147
O 7.1380 -2.2153 -3.5276
C 6.6476 -1.1811 -2.6818
C 6.3286 -1.7088 -1.2886
O 5.2308 -2.6209 -1.3159
C 5.6586 -3.9771 -1.2592
H 6.5077 -3.6462 -4.8413
H 5.1983 -2.9034 -3.9042
H 5.9852 -1.9936 -5.2278
H 5.7737 -0.6938 -3.1269
H 7.4423 -0.4337 -2.5982
H 6.0290 -0.8669 -0.6558
H 7.2093 -2.1728 -0.8343
H 5.9612 -4.2249 -0.2376
H 6.4830 -4.1786 -1.9474
H 4.8136 -4.6100 -1.5367
C 0.7893 8.2747 6.3434
O 0.8795 7.7905 5.0099
C -0.2861 8.0878 4.2454
C -0.0612 9.2870 3.3328
O 0.1178 10.4827 4.0836
C 1.4838 10.8588 4.1884
H 1.7875 8.2408 6.7839
H 0.4264 9.3034 6.3821
H 0.1268 7.6273 6.9281
H -1.1503 8.2479 4.8977
H -0.4922 7.2099 3.6239
H -0.9534 9.4283 2.7146
H 0.7876 9.1157 2.6629
H 1.8221 11.2935 3.2435
H 2.1228 10.0124 4.4543
H 1.5683 11.6153 4.9699
C -1.2293 1.5435 -6.0083
O -2.0655 1.9704 -4.9418
C -1.7797 3.3050 -4.5295
C -2.7900 4.2917 -5.1014
O -2.6783 4.3848 -6.5171
C -3.6818 3.6382 -7.1914
H -1.6600 0.6349 -6.4332
H -1.1545 2.2950 -6.7965
H -0.2295 1.3105 -5.6246
H -0.7579 3.5875 -4.8025
H -1.8532 3.3239 -3.4369
H -2.5748 5.2861 -4.6977
H -3.8097 4.0234 -4.8068
H -4.6361 4.1698 -7.1406
H -3.7964 2.6344 -6.7734
H -3.3897 3.5459 -8.2384
C -2.8569 -6.8909 -0.5191
O -3.4098 -6.9497 -1.8243
C -2.4099 -6.9159 -2.8397
C -2.1342 -8.3076 -3.3945
O -1.5364 -9.1475 -2.4120
C -2.4695 -10.0431 -1.8233
H -3.6364 -7.1716 0.1923
H -2.0136 -7.5745 -0.3987
H -2.5356 -5.8652 -0.3004
H -1.4899 -6.4535 -2.4665
H -2.7979 -6.2878 -3.6481
H -1.4191 -8.2203 -4.2185
H -3.0489 -8.7596 -3.7905
H -2.6897 -10.8583 -2.5180
H -3.3978 -9.5399 -1.5396
H -2.0153 -10.4640 -0.9249

Forces on the atoms, in the same order (eV/Å):
-0.0675 0.1751 1.2150
-0.3835 0.2104 -0.4713
-0.3449 2.9640 1.7212
-1.1302 -3.0988 -1.7409
1.0839 2.1448 -3.9991
-2.2053 -5.3724 0.8251
0.3482 2.1366 2.2303
0.4847 -0.6660 -2.5320
-0.8508 -0.9030 -2.9045
0.5980 -0.1744 0.2685
-0.9878 0.0543 -1.9005
0.1084 0.0199 0.8874
0.2406 -0.1303 0.9875
-0.2213 0.0698 -0.1477
-0.6072 0.4502 1.0698
-0.2188 -0.3064 1.2785
0.2969 -1.0567 -0.6972
1.2964 6.4205 2.3547
2.2099 -4.0642 -1.4084
-3.5043 -1.8327 -1.9870
-0.7159 -1.6155 2.7516
1.3810 3.0547 -0.4672
-0.5215 -1.3314 -2.1201
0.5121 1.1166 -0.0961
0.8631 0.5065 -0.0717
0.1150 -1.3300 -0.2952
0.9687 0.5299 -0.4369
0.6276 1.8369 3.7863
-0.8125 0.5315 2.4000
0.0190 0.6259 -0.2731
0.0691 -1.4191 -0.8971
-1.1749 1.1891 0.2575
0.0858 -0.5431 -0.5328
-0.8061 -1.2053 -0.5136
1.0283 -0.7446 0.4576
-0.5715 1.2025 0.1684
-1.0205 0.0516 -1.1514
0.4929 -1.2848 -0.4831
0.8980 -0.5719 -1.2164
1.0781 -0.5061 0.6564
0.2386 1.4790 0.5865
-0.6626 -0.1162 1.5740
0.0926 1.2884 0.6876
-0.4639 -0.6496 1.2836
0.2160 0.5839 -1.0389
0.1069 -1.3097 0.6800
-0.2904 1.4812 -0.4067
0.5571 -0.6115 0.9816
0.9176 -0.7892 0.2922
-0.7447 -0.7030 -0.9788
0.7522 -0.6675 -1.0308
-0.6352 0.7093 -0.7540
0.6324 0.8229 -0.9559
1.0728 -0.7229 0.2033
-1.2334 0.6853 0.3751
0.8583 0.6768 0.7953
-0.0213 0.4862 -1.0437
0.6528 -0.0036 1.6586
-0.6010 0.0637 1.5581
-1.0274 -0.0722 1.2881
-0.3994 1.4327 -0.4228
-0.0612 -0.5453 -1.1751
-0.4552 -0.6321 -1.5771
0.5101 -0.5277 1.2378
1.3455 -0.4591 -0.4025
-0.4641 0.0954 -1.3153
0.5375 0.9245 0.7259
0.2301 -0.0175 -0.1369
-0.4423 0.0246 0.1252
0.5027 -0.2725 0.1480
-0.3669 0.3552 -0.2002
0.1759 -0.1466 -0.0178
-0.1878 -0.0498 0.0353
0.0496 0.1113 0.0483
-0.0045 0.0307 0.0330
-0.1087 -0.0443 -0.0051
-0.0370 -0.0562 0.0526
-0.0512 0.0258 0.0321
0.0489 0.0147 0.0016
-0.0210 -0.0228 -0.1065
0.1047 -0.0919 -0.0119
-0.0286 0.0811 0.0461
0.0002 0.0830 0.0294
0.1505 -0.1590 0.0354
-0.2132 0.1739 0.1113
0.4217 -0.0893 -0.3222
-0.4205 0.1771 0.3086
0.2689 -0.3029 -0.0276
-0.0740 0.1445 0.0466
-0.0594 -0.0543 -0.0944
-0.0308 -0.0205 -0.0421
-0.0371 0.0994 0.0692
0.0489 0.0953 -0.0164
-0.0426 0.0149 -0.0241
0.0140 -0.0450 -0.0149
0.0176 -0.0592 0.0858
0.1156 -0.0248 -0.0087
-0.0457 0.0018 -0.0431
-0.1007 -0.0250 -0.0706
-0.1054 -0.1931 0.0887
0.2263 0.1466 -0.1528
-0.4981 -0.1293 0.1568
0.4656 0.2061 -0.2159
-0.1376 -0.3272 0.2099
0.0465 0.0971 -0.1305
-0.0049 0.0601 0.1078
0.0118 0.0323 0.0467
0.0733 0.0403 -0.1119
-0.0624 0.0290 -0.0837
0.0108 0.0472 0.0135
-0.0100 -0.0274 0.0438
0.0580 -0.0908 0.0024
-0.0819 -0.0846 -0.0013
0.0022 0.0546 0.0318
0.0319 0.0930 0.0799
-0.2575 0.0437 -0.0364
0.3508 -0.0429 0.1900
-0.4683 -0.2035 -0.2517
0.4885 0.1426 0.1820
-0.3565 0.1307 0.0362
0.1345 -0.0781 0.0388
-0.0056 0.0408 -0.1082
0.0314 0.0113 -0.0488
0.1242 -0.0126 0.0938
0.0212 -0.1016 0.0377
0.0299 -0.0031 -0.0113
-0.0431 0.0244 -0.0170
-0.0233 0.0781 0.0764
-0.1127 -0.0298 0.0296
0.0293 0.0032 -0.0602
0.0619 0.0372 -0.1004

Its net charge is +1. The calculation puts the largest force on an atom at 7.0 eV Å⁻¹. The HOMO energy is -10.7 eV.



(4)
Here is a single C4H11NS2 molecule at a distorted geometry from the Open Molecules 2025 dataset. Energies are from ωB97M-V with the def2-TZVPD basis set.

Element x y z (Å)
S 2.3031 -1.8936 -0.3805
S 1.6528 -0.6911 1.1129
C 0.6115 0.5593 0.2995
C -0.5136 0.0508 -0.5807
C -1.9204 0.5002 -0.1336
N -2.3475 1.6995 -0.8280
C -3.6655 2.1593 -0.4203
H 3.3865 -1.2172 -0.8045
H 1.2827 1.2543 -0.2045
H 0.2459 1.1132 1.1695
H -0.5477 -1.0470 -0.5481
H -0.4059 0.2365 -1.6426
H -2.6293 -0.2659 -0.4393
H -1.9764 0.5974 0.9621
H -1.6616 2.4421 -0.7603
H -3.7833 2.2060 0.6704
H -4.4203 1.4861 -0.8160
H -3.8428 3.1443 -0.8402

Forces on the atoms, in the same order (eV/Å):
0.0232 -0.2260 -0.3446
-0.0916 0.1117 0.2731
0.5610 0.4139 -0.0335
-0.9987 -1.0097 0.5066
0.2548 0.1126 -0.6750
0.0665 0.2799 -0.0613
0.3779 0.0166 0.0155
-0.0134 0.0751 0.0833
-0.0228 -0.0538 -0.1908
-0.2165 -0.0479 -0.0311
0.2701 0.1395 0.2252
0.2363 0.4944 -0.1229
-0.1401 -0.2280 0.1753
0.0610 -0.0725 0.0155
-0.0557 -0.0517 0.1522
-0.0652 0.0618 0.0398
-0.1540 -0.1329 -0.0211
-0.0928 0.1168 -0.0060

The calculation puts the largest force on an atom at 1.5 eV Å⁻¹. The calculation puts the relative energy (zero: lowest compared OMol25 entry of this formula, charge and spin) at 14.4 kcal per mole. The HOMO energy is -8.9 eV. As for the SMILES: CNCCCSS.